{
  "formula": "C24H42AsF6HfN6",
  "method": "ωB97M-V/def2-TZVPD",
  "species": ["Hf", "As", "F", "F", "F", "F", "F", "F", "C", "C", "C", "C", "N", "H", "H", "H", "H", "H", "H", "H", "C", "C", "C", "C", "N", "H", "H", "H", "H", "H", "H", "H", "C", "C", "C", "C", "N", "H", "H", "H", "H", "H", "H", "H", "C", "C", "C", "C", "N", "H", "H", "H", "H", "H", "H", "H", "C", "C", "C", "C", "N", "H", "H", "H", "H", "H", "H", "H", "C", "C", "C", "C", "N", "H", "H", "H", "H", "H", "H", "H"],
  "xyz": [[2.688126, -1.050751, 2.418343], [-0.562664, 0.623436, 0.371793], [0.546992, 1.803055, -0.376705], [0.791688, -0.063702, 1.295237], [-1.572982, -0.680698, 1.110600], [-1.901360, 1.295980, -0.572685], [-0.237514, -0.525160, -1.024518], [-0.976911, 1.711755, 1.735956], [2.716088, -2.513710, -3.664426], [1.251932, -2.637144, -3.314715], [0.891717, -3.382873, -2.010299], [1.411969, -2.748739, -0.791685], [1.847244, -2.304676, 0.192808], [2.862521, -1.989416, -4.608753], [3.076734, -3.534575, -3.790433], [3.331168, -2.044086, -2.896818], [0.706459, -3.098403, -4.138001], [0.912424, -1.601466, -3.300106], [1.180691, -4.433827, -2.019400], [-0.197497, -3.424046, -2.013426], [-2.480983, -3.562839, 0.167718], [-2.934921, -3.378177, 1.701566], [-1.856260, -3.794428, 2.686868], [-0.627421, -2.991576, 2.601069], [0.389278, -2.403431, 2.556955], [-1.612986, -2.953726, -0.084640], [-3.249284, -3.222644, -0.526600], [-2.123864, -4.559202, -0.092693], [-3.836446, -3.956306, 1.904324], [-3.285883, -2.359370, 1.865785], [-1.590683, -4.842654, 2.549795], [-2.203176, -3.776436, 3.720035], [-0.140647, 4.699390, 2.999039], [1.010830, 4.803467, 1.949808], [2.355638, 4.309205, 2.348159], [2.428667, 2.819480, 2.387266], [2.485088, 1.668157, 2.411733], [-0.310524, 3.732419, 3.472536], [-1.081640, 5.082233, 2.603999], [0.067379, 5.336713, 3.858486], [1.126298, 5.823892, 1.584443], [0.751226, 4.248961, 1.048022], [2.626219, 4.669095, 3.340817], [3.170262, 4.683813, 1.728364], [-2.982609, 0.137686, 4.286406], [-2.303776, 1.135864, 5.247149], [-0.991399, 0.684855, 5.793824], [-0.010358, 0.342189, 4.758982], [0.782845, 0.060812, 3.962114], [-3.232721, -0.796729, 4.788817], [-2.351978, -0.126008, 3.437366], [-3.882881, 0.581864, 3.861779], [-2.935696, 1.454337, 6.076219], [-2.110375, 2.060801, 4.703834], [-1.133468, -0.166278, 6.459782], [-0.458618, 1.451215, 6.356800], [-1.539185, -1.035002, -5.198384], [-2.300546, -1.036551, -3.886828], [-2.308932, 0.386813, -3.168160], [-2.810149, 1.577443, -3.877927], [-3.170039, 2.520317, -4.434754], [-2.057756, -0.474910, -5.976505], [-1.330186, -2.058776, -5.508712], [-0.570510, -0.539272, -5.135070], [-1.837636, -1.791057, -3.250803], [-3.298060, -1.385469, -4.153894], [-1.288480, 0.640948, -2.881449], [-2.875817, 0.285096, -2.242738], [2.157463, 1.447023, -3.635917], [3.421366, 2.077044, -2.936501], [4.293361, 1.127318, -2.100524], [3.685753, 0.575336, -0.881862], [3.212254, 0.163922, 0.127058], [2.488567, 0.727951, -4.385188], [1.649236, 2.287516, -4.108522], [1.461190, 0.970942, -2.945512], [2.868658, 2.837654, -2.385057], [4.109736, 2.541759, -3.642386], [5.234438, 1.568271, -1.771821], [4.573316, 0.288085, -2.737235]],
  "forces_ev_per_a": [[-8.96, 4.49, -5.57], [-4.21, 1.44, -2.95], [-0.60, -1.33, 1.23], [2.29, -1.06, 1.30], [1.29, 1.45, -0.65], [1.53, -0.76, 1.60], [0.22, 1.10, 2.01], [1.12, -1.42, -1.28], [0.31, -1.32, -0.09], [0.23, 1.25, -0.21], [-0.21, 0.43, -0.59], [0.37, 0.24, 1.22], [0.75, -0.16, 0.37], [-0.09, 0.00, 0.09], [0.54, 0.06, -0.15], [-0.09, 0.16, 0.17], [0.03, -0.22, 0.16], [-0.72, -0.08, 0.47], [0.48, -0.02, 0.09], [-0.15, 0.27, 0.67], [0.09, 0.46, 1.21], [-0.17, 0.04, -2.20], [0.10, 0.07, 0.19], [2.45, 1.03, 0.02], [-0.22, -0.87, 0.57], [0.07, 0.54, 0.41], [-0.17, -0.31, 0.20], [-0.63, -0.37, 0.28], [0.24, -0.41, -0.05], [0.45, 0.15, -0.04], [0.35, -0.07, -0.29], [0.00, 0.39, 0.17], [0.76, 0.71, 0.24], [-1.94, -0.16, -0.71], [1.01, -0.80, 1.06], [0.18, 0.32, 0.07], [0.91, -1.62, 0.43], [0.11, -0.41, -0.59], [0.11, -0.27, -0.24], [0.24, 0.29, -0.04], [-0.07, 0.12, 0.36], [-0.38, -0.02, -0.10], [0.03, -0.20, 0.34], [-0.05, -0.26, -0.38], [0.14, 0.16, 0.44], [-0.86, 0.84, -1.30], [1.08, -0.33, 0.24], [0.54, -0.76, -0.60], [1.37, -1.00, 0.19], [-0.21, 0.03, 0.14], [0.25, 0.19, -0.06], [-0.03, -0.11, 0.17], [-0.07, -0.38, 0.04], [-0.14, 0.10, -0.19], [0.33, -0.29, -0.05], [-0.23, 0.23, 0.31], [0.53, 0.33, -0.23], [-0.02, 1.38, -0.65], [-0.14, -1.19, -0.17], [-0.22, -0.34, -0.58], [0.24, -0.49, 0.36], [-0.18, -0.30, -0.06], [-0.25, 0.03, -0.32], [0.24, 0.07, 0.29], [-0.12, 0.24, 0.53], [-0.21, 0.16, 0.52], [0.04, -0.16, 0.00], [0.01, 0.11, -0.14], [1.60, -0.01, -0.19], [-1.97, -0.06, -0.07], [-0.42, -0.28, 0.22], [-1.47, -1.16, 2.96], [2.06, -0.01, -1.20], [-0.32, -0.04, -0.17], [-0.10, -0.26, -0.17], [0.12, 0.04, 0.22], [1.09, 0.38, 0.69], [-0.28, 0.03, -0.07], [0.04, 0.27, 0.07], [-0.01, -0.31, 0.06]],
  "lowdin_charge": [2.29, 0.95, -0.25, -0.44, -0.26, -0.22, -0.27, -0.24, -0.09, -0.24, -0.11, -0.11, 0.09, 0.09, 0.09, 0.06, 0.13, 0.09, 0.15, 0.12, -0.06, -0.19, -0.14, -0.09, 0.08, 0.02, 0.09, 0.08, 0.12, 0.10, 0.15, 0.14, -0.07, -0.23, -0.15, -0.08, 0.09, 0.04, 0.09, 0.08, 0.13, 0.10, 0.14, 0.14, -0.07, -0.23, -0.15, -0.10, 0.10, 0.08, 0.03, 0.10, 0.13, 0.11, 0.15, 0.15, -0.12, -0.22, -0.19, -0.22, 0.16, 0.09, 0.07, 0.06, 0.07, 0.11, 0.07, 0.09, -0.07, -0.20, -0.13, -0.07, 0.07, 0.07, 0.09, 0.05, 0.11, 0.13, 0.14, 0.13],
  "total_charge": 3,
  "e_above_lowest_kj_mol": 78.3,
  "lumo_energy_ev": -14.3
}